No. 1
# C21H20N4O

The molecule C21H20N4O (ωB97M-V/def2-TZVPD, the OMol25 dataset).

The geometry in XYZ format:
```
46
Properties=species:S:1:pos:R:3:nbo_charge:R:1
N 4.067 -3.099 0.762 -0.248
N 0.890 1.269 -2.831 -0.479
O -3.584 5.795 1.555 -0.656
C 2.722 -4.923 1.054 -0.087
C 1.187 0.201 -2.132 0.101
C 0.036 2.064 -2.176 0.392
C -1.617 4.722 1.128 -0.285
C -3.793 3.849 0.127 -0.328
C -0.900 3.744 0.448 -0.142
C -2.998 2.964 -0.557 -0.174
C 0.149 -2.744 -0.509 -0.222
C -3.033 4.774 0.919 0.338
C -1.626 2.820 -0.415 -0.125
C 0.470 -0.296 -0.984 -0.209
C -0.759 1.765 -1.058 -0.184
C 0.955 -1.537 -0.473 -0.034
C -0.582 0.468 -0.460 0.193
C 2.349 -1.606 -0.029 -0.200
C 0.709 -3.971 -0.015 -0.194
C 2.789 -2.843 0.389 0.077
C 2.020 -3.995 0.410 -0.100
N -0.153 3.331 -2.670 -0.806
N 3.968 -4.348 1.136 -0.117
C 5.051 -4.909 1.844 -0.410
C -2.824 -0.281 0.225 -0.593
C -1.416 0.060 0.650 -0.471
H -4.513 5.816 1.458 0.479
H 2.344 -5.926 1.164 0.228
H 2.000 -0.510 -2.339 0.195
H -1.224 5.380 1.861 0.230
H -4.890 3.873 0.074 0.224
H 0.100 3.405 0.721 0.225
H -3.583 2.323 -1.319 0.214
H -0.854 -2.730 -0.940 0.217
H 2.964 -0.725 0.081 0.231
H 0.145 -4.836 -0.187 0.206
H -1.063 3.648 -2.425 0.392
H 0.213 3.286 -3.640 0.397
H 5.757 -4.144 2.295 0.235
H 4.741 -5.513 2.653 0.211
H 5.704 -5.608 1.179 0.203
H -2.832 -1.315 -0.061 0.205
H -3.437 -0.128 1.116 0.210
H -3.249 0.303 -0.557 0.210
H -0.914 -0.801 1.174 0.230
H -1.487 0.928 1.354 0.222
```

Output
molecular weight	344.42	g mol⁻¹
LUMO level	0.50	eV
energy relative to the best compared isomer or geometry (same formula, charge and spin)	2.199	eV

No. 2
# C21H21BF4HgSb

A structure of composition C21H21BF4HgSb (ωB97M-V/def2-TZVPD, the OMol25 dataset).

The geometry in XYZ format:
```
49
Properties=species:S:1:pos:R:3:lowdin_spin:R:1
Hg 0.348 -0.680 -0.915 0.306
C 3.323 -0.315 5.088 0.002
C 4.346 -0.172 4.002 0.016
C 5.690 -0.310 4.339 0.004
C 6.691 -0.184 3.395 0.008
C 6.364 0.097 2.079 0.000
C 5.035 0.242 1.725 0.013
C 4.032 0.118 2.675 0.074
Sb 2.029 0.458 1.831 0.350
C 2.250 2.571 1.359 0.055
C 1.882 2.948 0.076 0.001
C 1.991 4.266 -0.332 0.000
C 2.456 5.215 0.561 0.000
C 2.826 4.840 1.839 0.004
C 2.747 3.515 2.257 0.011
C 3.193 3.158 3.641 0.003
C 0.570 0.258 3.373 0.066
C -0.037 1.396 3.868 0.021
C -0.964 1.260 4.884 0.005
C -1.299 -0.006 5.338 0.016
C -0.728 -1.138 4.786 0.000
C 0.200 -1.024 3.759 0.016
C 0.701 -2.229 3.033 0.007
H 3.819 -0.399 6.054 0.000
H 2.712 -1.206 4.943 0.000
H 2.657 0.548 5.126 0.000
H 5.947 -0.528 5.365 0.000
H 7.722 -0.311 3.690 0.000
H 7.138 0.195 1.334 0.000
H 4.780 0.466 0.695 0.001
H 1.496 2.205 -0.616 -0.001
H 1.713 4.544 -1.338 0.000
H 2.533 6.249 0.269 0.000
H 3.186 5.581 2.542 0.001
H 3.432 4.059 4.203 0.000
H 4.087 2.532 3.605 0.000
H 2.407 2.620 4.174 0.001
H 0.195 2.371 3.460 0.002
H -1.451 2.135 5.282 0.000
H -2.064 -0.116 6.088 0.001
H -1.069 -2.119 5.079 0.000
H 0.400 -3.141 3.542 0.000
H 1.791 -2.213 2.928 0.005
H 0.254 -2.248 2.035 -0.001
F -3.485 -0.877 1.014 0.001
B -2.582 -0.818 2.030 0.003
F -1.315 -0.404 1.463 0.009
F -2.942 0.106 2.983 0.001
F -2.388 -2.053 2.612 0.000
```

Output
molecular weight	682.55	g mol⁻¹
LUMO level (spin up / spin down)	-0.15 / -3.59	eV
2S+1	2

No. 3
# C21H21Br2

A cluster of 2 separate species, C21H21Br2 in total (ωB97M-V/def2-TZVPD, the OMol25 dataset).

The geometry in XYZ format:
```
44
Properties=species:S:1:pos:R:3:nbo_charge:R:1
C -5.197 0.677 -2.634 -0.667
C -3.844 1.284 -2.551 -0.112
C -2.723 0.556 -2.367 -0.259
C -1.413 1.128 -2.406 -0.182
C -0.291 0.460 -2.036 -0.213
C 1.067 0.966 -2.367 -0.647
H -5.954 1.460 -2.719 0.226
H -5.291 0.021 -3.510 0.238
H -5.422 0.066 -1.749 0.224
H -3.780 2.369 -2.644 0.199
H -2.803 -0.523 -2.185 0.207
H -1.327 2.167 -2.747 0.206
H -0.372 -0.544 -1.618 0.198
H 1.782 0.145 -2.491 0.225
H 1.053 1.573 -3.283 0.236
H 1.442 1.604 -1.560 0.187
Br -5.663 -0.820 2.150 0.144
C -3.875 -0.361 1.740 -0.028
C -3.589 0.898 1.188 -0.237
C -2.273 1.235 0.896 -0.120
C -1.215 0.316 1.108 -0.083
C 0.130 0.675 0.744 0.062
C 1.248 -0.057 1.147 -0.329
C 2.556 0.326 0.868 0.073
C 3.710 -0.451 1.207 -0.194
C 5.016 0.082 1.022 -0.094
C 6.150 -0.666 1.315 -0.249
C 6.014 -1.977 1.809 -0.021
Br 7.546 -3.010 2.179 0.158
C 4.737 -2.521 2.023 -0.265
C 3.601 -1.772 1.726 -0.054
C -1.534 -0.968 1.627 -0.139
C -2.847 -1.289 1.965 -0.248
H -4.391 1.598 0.981 0.248
H -2.042 2.209 0.459 0.233
H 0.293 1.682 0.344 0.230
H 1.095 -0.967 1.734 0.216
H 2.720 1.294 0.390 0.224
H 5.116 1.100 0.640 0.230
H 7.141 -0.248 1.167 0.250
H 4.635 -3.528 2.418 0.248
H 2.617 -2.212 1.881 0.209
H -0.745 -1.714 1.745 0.218
H -3.079 -2.262 2.392 0.248
```

Output
molecular weight	433.21	g mol⁻¹
LUMO level	-5.71	eV
total charge	+1

No. 4
# C21H21BrN2O4

The molecule C21H21BrN2O4 (ωB97M-V/def2-TZVPD, the OMol25 dataset).

The geometry in XYZ format:
```
49
Properties=species:S:1:pos:R:3:nbo_charge:R:1
C 6.043 3.788 0.695 -0.253
H 5.781 4.013 1.734 0.177
O 4.943 3.963 -0.165 -0.487
C 3.834 3.204 0.030 0.298
C 3.686 2.242 1.024 -0.311
C 2.503 1.535 1.131 -0.155
C 1.442 1.770 0.261 0.093
C 1.606 2.710 -0.756 -0.207
C 2.781 3.419 -0.862 -0.237
H 2.915 4.148 -1.644 0.229
H 0.824 2.867 -1.479 0.223
N 0.282 0.999 0.404 -0.562
C -1.013 1.339 0.196 0.363
C -1.986 0.376 0.238 -0.289
C -3.401 0.588 0.064 0.451
O -4.003 1.626 -0.140 -0.544
C -4.052 -0.787 0.179 0.583
O -5.225 -1.073 0.100 -0.585
N -3.048 -1.678 0.384 -0.414
C -3.280 -3.086 0.564 -0.252
C -3.235 -3.498 2.045 -0.062
O -3.521 -4.860 2.222 -0.709
H -4.419 -5.031 1.917 0.468
H -3.933 -2.867 2.612 0.167
H -2.229 -3.358 2.450 0.169
H -4.279 -3.290 0.164 0.232
H -2.541 -3.661 -0.004 0.208
C -1.724 -1.101 0.446 -0.062
C -0.828 -1.676 -0.630 -0.051
C 0.342 -2.352 -0.311 -0.216
C 1.159 -2.859 -1.306 -0.233
C 0.790 -2.689 -2.629 -0.072
C -0.379 -2.029 -2.969 -0.245
C -1.183 -1.524 -1.965 -0.135
H -2.097 -1.007 -2.216 0.220
H -0.656 -1.911 -4.005 0.232
Br 1.913 -3.377 -4.006 0.058
H 2.068 -3.383 -1.057 0.231
H 0.622 -2.496 0.724 0.213
H -1.283 -1.300 1.437 0.192
C -1.368 2.771 -0.014 -0.678
H -0.604 3.425 0.397 0.227
H -1.493 2.985 -1.075 0.241
H -2.329 2.972 0.454 0.275
H 0.446 0.064 0.749 0.403
H 2.400 0.791 1.907 0.204
H 4.482 2.032 1.720 0.223
H 6.445 2.772 0.631 0.177
H 6.798 4.495 0.354 0.204
```

Output
molecular weight	445.31	g mol⁻¹
LUMO level	0.02	eV